No. 1
Formula: C17H39MnN5O7P4S2Si
Source: the Open Molecules 2025 dataset
Level of theory: ωB97M-V/def2-TZVPD

Properties
- Multiplicity: 2
- Kohn-Sham gap (alpha / beta): 0.2737 / 0.2584 hartree
- Energy relative to the best compared isomer or geometry (same formula, charge and spin): 15.02 kcal per mole
- E_HOMO (alpha / beta): -7.280 / -6.862 eV

Last column: Mulliken spin population.
CARTESIAN COORDINATES (ANGSTROEM)
Mn1 0.098573 0.510918 -0.392888  1.026
N1 -0.047250 -3.133692 2.535787  0.000
C1 -1.366114 -2.404560 2.334928  0.000
C2 -2.354969 -2.785827 3.424278  0.000
P1 -0.941344 -0.613761 2.460763  0.002
O1 -0.250563 -0.698022 3.946322  0.000
O2 -2.170924 0.203814 2.512219  0.002
O3 0.204909 -0.308869 1.528230  0.005
P2 -1.850419 -3.008359 0.629771  0.001
O4 -2.193685 -4.565808 1.035506  0.000
O5 -3.084195 -2.336671 0.171964  0.000
O6 -0.539028 -3.056850 -0.075504  0.001
H1 0.436224 -2.809644 3.374840  0.000
H2 0.489977 -2.943372 1.672879  0.000
H3 -0.219107 -4.140202 2.571493  0.000
H4 -1.995618 -2.500035 4.413756  0.000
H5 -2.563014 -3.856446 3.406944  0.000
H6 -3.283481 -2.249943 3.233922  0.000
H7 -0.456581 0.091289 4.460944  0.000
H8 -3.149866 -4.688175 1.023403  0.000
N2 3.078475 -1.467023 -0.613294  0.006
C3 2.156647 -1.575911 -1.605807  0.022
N3 0.997283 -0.987340 -1.563219  -0.032
C4 0.168728 -1.465002 -2.566697  -0.030
C5 0.755339 -2.296133 -3.452560  -0.004
S1 2.379318 -2.619616 -2.962662  0.001
C6 -1.236858 -1.112609 -2.441669  0.041
C7 -2.264468 -1.546205 -3.199498  0.001
S2 -3.750926 -1.052465 -2.487071  -0.001
C8 -2.871566 -0.307341 -1.187099  -0.003
N4 -1.570254 -0.367590 -1.321691  -0.015
N5 -3.517925 0.324580 -0.190806  -0.001
H9 2.834109 -0.789144 0.091615  -0.001
H10 4.053434 -1.554524 -0.840540  0.000
H11 0.319465 -2.791166 -4.302533  0.000
H12 -2.234290 -2.176837 -4.070894  0.000
H13 -4.418028 -0.063835 0.044616  0.000
H14 -2.939706 0.479308 0.636578  0.000
C9 3.863281 1.317781 0.688424  -0.003
P3 2.126908 1.794398 0.278919  -0.014
C10 1.822984 2.864609 1.716782  0.000
C11 2.465801 2.988298 -1.084735  0.004
C12 1.160388 3.460818 -1.727831  -0.001
P4 0.186366 2.012051 -2.293011  -0.015
C13 0.996570 1.601357 -3.883394  -0.001
C14 -1.396416 2.712824 -2.843466  -0.001
H15 4.413688 2.188795 1.047028  0.000
H16 4.381935 0.923633 -0.185297  0.000
H17 3.874543 0.563927 1.478846  0.000
H18 2.682593 3.504692 1.924735  -0.001
H19 1.617195 2.227400 2.577437  -0.001
H20 0.945946 3.473977 1.536893  0.000
H21 3.072385 2.450745 -1.822023  -0.001
H22 3.067303 3.829097 -0.728169  0.000
H23 1.347409 4.152597 -2.553572  0.000
H24 0.539641 3.972707 -0.991113  0.000
H25 1.057093 2.474659 -4.535378  0.000
H26 0.428088 0.818465 -4.387042  0.000
H27 2.002033 1.215038 -3.706728  0.000
H28 -1.257168 3.591842 -3.475140  -0.001
H29 -1.978828 2.968219 -1.959125  -0.001
H30 -1.939678 1.950113 -3.405238  0.000
C15 -1.250946 4.964977 0.589055  0.000
Si1 -1.706027 3.202191 1.138306  0.004
C16 -3.582543 3.182726 0.966742  0.000
C17 -1.417150 3.134657 3.003632  0.003
O7 -0.951545 2.074360 0.284862  0.006
H31 -1.872436 5.668220 1.151247  0.000
H32 -1.471496 5.123857 -0.471044  0.000
H33 -0.211653 5.255727 0.759421  0.000
H34 -3.999352 4.091011 1.412209  0.000
H35 -4.024398 2.329427 1.483131  0.000
H36 -3.903841 3.138492 -0.076346  0.000
H37 -1.957527 3.959366 3.478155  -0.001
H38 -0.370947 3.207531 3.304556  0.001
H39 -1.831875 2.199694 3.387857  0.000

Cartesian forces (eV/Å) of the 2 atoms listed first:
0.6492 1.0104 -0.1550
-0.0144 0.0267 0.0338

---

No. 2
Formula: C17H39NO2S
Source: the Open Molecules 2025 dataset
Level of theory: ωB97M-V/def2-TZVPD

Properties
- SMILES: CC[C@@H](C)N(S)C(=O)O.CCCCCC.CCCCCC
- Kohn-Sham gap: 0.3400 hartree
- E_HOMO: -8.864 eV

Last column: Löwdin charge in e.
CARTESIAN COORDINATES (ANGSTROEM)
C1 0.530044 0.374734 -0.559636  -0.129
C2 -0.312714 -0.905256 0.040584  -0.202
C3 -1.766932 -1.122527 -0.726494  -0.399
C4 -2.704705 -2.127226 0.164726  -0.076
N1 -2.431465 0.160225 -1.170563  -0.405
S1 -3.528610 -0.072299 -2.508966  0.774
C5 -3.045284 0.939198 -0.029398  -0.333
O1 -2.428700 1.338090 1.088287  -0.024
O2 -4.501745 1.269941 -0.177855  -0.050
H1 0.136876 0.744881 -1.604226  0.083
H2 1.650998 0.001621 -0.725498  0.073
H3 0.584348 1.205399 0.263592  0.074
H4 0.350581 -1.884968 -0.103652  0.121
H5 -0.483545 -0.728848 1.197561  0.104
H6 -1.500079 -1.716764 -1.727133  0.117
H7 -2.088449 -2.376229 1.149547  0.092
H8 -2.882124 -3.119775 -0.472244  0.093
H9 -3.762373 -1.712905 0.443783  0.089
H10 -3.169041 -1.223210 -3.243018  -0.103
H11 -4.747490 1.855509 0.600195  0.129
C6 4.238887 -3.202711 -4.103940  -0.115
C7 3.462185 -1.903876 -4.247303  -0.271
C8 2.176980 -1.872282 -3.416474  -0.233
C9 1.127337 -2.924988 -3.791504  -0.224
C10 0.655461 -2.891254 -5.247094  -0.269
C11 -0.036066 -1.591156 -5.625586  -0.108
H12 3.664264 -4.059199 -4.467750  0.066
H13 5.164172 -3.153561 -4.687184  0.071
H14 4.507307 -3.384151 -3.059044  0.076
H15 3.242206 -1.719784 -5.304893  0.100
H16 4.105686 -1.076583 -3.920692  0.107
H17 1.733753 -0.872638 -3.493785  0.096
H18 2.435226 -2.004867 -2.358642  0.102
H19 0.258266 -2.794071 -3.134008  0.091
H20 1.519781 -3.925048 -3.573081  0.103
H21 -0.049516 -3.717244 -5.402188  0.106
H22 1.494750 -3.072925 -5.926792  0.100
H23 -0.905265 -1.410529 -4.985340  0.060
H24 -0.384196 -1.638402 -6.662335  0.073
H25 0.638987 -0.734526 -5.542161  0.070
C12 -0.800869 5.108570 5.543318  -0.118
C13 -0.144478 3.855623 6.100150  -0.276
C14 0.912731 3.260330 5.166896  -0.230
C15 0.392033 2.780825 3.806920  -0.226
C16 -0.719135 1.729798 3.863448  -0.272
C17 -0.285664 0.430657 4.523794  -0.114
H26 -1.346754 4.901605 4.618495  0.066
H27 -1.517160 5.510871 6.267073  0.069
H28 -0.055232 5.882753 5.339735  0.075
H29 -0.912287 3.110796 6.337810  0.099
H30 0.338762 4.110629 7.052322  0.104
H31 1.406433 2.427921 5.681745  0.100
H32 1.693865 4.010294 4.991793  0.108
H33 1.237806 2.372307 3.239025  0.107
H34 0.032181 3.641050 3.230412  0.102
H35 -1.038942 1.507951 2.837868  0.066
H36 -1.598907 2.128969 4.379260  0.103
H37 0.567527 -0.009000 3.997662  0.072
H38 -1.105786 -0.294055 4.502160  0.069
H39 -0.005920 0.582311 5.570320  0.065

Cartesian forces (eV/Å) of the 2 atoms listed first:
1.0788 -0.8331 0.2597
0.0391 0.5175 -0.1696

---

No. 3
Formula: C17H40AlCl4F8N2Na2O8PSi
Source: the Open Molecules 2025 dataset
Level of theory: ωB97M-V/def2-TZVPD

Properties
- Total charge: +2
- Kohn-Sham gap: 0.0527 hartree
- Energy relative to the best compared isomer or geometry (same formula, charge and spin): 54.81 kcal per mole
- E_HOMO: -10.371 eV

Last column: Löwdin charge in e.
CARTESIAN COORDINATES (ANGSTROEM)
C1 -0.001133 -2.358969 2.842342  -0.116
O1 -0.010681 -3.747551 2.485700  -0.248
C2 0.458682 -3.942648 1.132634  -0.207
C3 -0.553809 -3.209300 0.144163  -0.190
C4 -0.477709 -3.785778 -1.296477  -0.154
C5 -1.837162 -3.463984 -2.111117  -0.171
C6 -1.722113 -2.324727 -3.190749  -0.229
Si1 -1.208525 -0.625421 -2.531617  0.288
Cl1 0.853415 -0.800483 -2.033795  0.424
C7 -2.337000 -0.178116 -1.055753  -0.197
C8 -2.325853 1.310699 -0.549676  -0.273
N1 -1.726310 1.686959 0.529339  0.049
O2 -1.486048 0.561938 -3.730882  -0.219
C9 -0.636940 1.706073 -3.631131  -0.256
C10 -1.370065 3.110924 -3.759351  -0.147
N2 -0.952754 3.902956 -2.560588  -0.089
C11 0.412051 4.387276 -2.845904  -0.153
C12 1.559866 3.639966 -2.010512  -0.310
C13 2.412650 2.709143 -3.022722  -0.043
O3 2.438417 4.568214 -1.272152  -0.101
H1 0.684999 -1.760435 2.177090  0.098
H2 0.293993 -2.236964 3.919950  0.081
H3 -1.015428 -1.884087 2.731511  0.101
H4 1.448141 -3.405118 1.050325  0.110
H5 0.600731 -5.014473 0.855083  0.132
H6 -1.593273 -3.360214 0.579201  0.125
H7 -0.238590 -2.138097 0.100698  0.071
H8 -0.462814 -4.909996 -1.175299  0.134
H9 0.488286 -3.512875 -1.863125  0.110
H10 -2.721746 -3.327786 -1.424665  0.123
H11 -2.062640 -4.413887 -2.684115  0.138
H12 -2.747740 -2.176228 -3.649100  0.109
H13 -1.066523 -2.680979 -4.033072  0.113
H14 -2.169617 -0.794562 -0.134757  0.067
H15 -3.411047 -0.332537 -1.362721  0.108
H16 -2.887874 2.041014 -1.186531  0.118
H17 -1.963406 2.686093 0.589069  -0.089
H18 0.163343 1.640760 -4.423475  0.140
H19 -0.103421 1.785701 -2.635029  0.051
H20 -2.475427 2.954614 -3.826133  0.127
H21 -1.048827 3.672969 -4.673653  0.128
H22 -1.605189 4.664753 -2.371967  0.101
H23 0.499253 5.479178 -2.573044  0.132
H24 0.686183 4.221962 -3.926576  0.133
H25 1.068034 2.918610 -1.292256  0.130
H26 1.887796 1.754989 -3.259321  0.060
H27 2.695028 3.323876 -3.937017  0.061
H28 3.387346 2.421340 -2.486908  -0.002
H29 3.219968 4.053062 -0.983624  0.003
C14 -1.972128 4.962133 3.062899  -1.450
Cl2 -1.039973 3.600768 3.698025  0.566
Cl3 -2.201606 4.814957 1.329133  0.644
Cl4 -3.558179 5.074964 3.869183  0.592
H30 -1.425607 5.873926 3.264956  0.025
O4 3.967341 5.989353 1.465892  0.344
H31 4.313997 5.210071 1.953921  0.202
H32 3.479647 5.717049 0.638419  0.180
H33 4.682099 6.638354 1.267091  0.214
F1 1.869747 -3.410429 -1.192275  -0.354
Na1 -4.730972 4.701635 5.939965  0.698
C15 2.053871 -4.569841 5.577869  -0.193
O5 2.003041 -3.484598 6.467147  0.047
C16 2.848308 -3.630081 7.506003  -0.591
O6 3.578532 -4.568206 7.675479  0.134
O7 2.731352 -2.568118 8.290852  0.029
C17 3.582767 -2.595261 9.444850  -0.012
H34 1.347225 -4.378243 4.763771  0.108
H35 3.065281 -4.658454 5.147947  -0.115
H36 1.760733 -5.501670 6.082223  0.095
H37 4.631658 -2.618395 9.148580  0.105
H38 3.343304 -3.448271 10.079483  0.108
H39 3.400837 -1.682193 10.007546  0.102
F2 -3.649698 1.078330 -7.719413  -0.189
P1 -3.590069 -0.061948 -6.558214  0.277
F3 -1.970422 0.118031 -6.625640  -0.199
F4 -4.843694 -0.415711 -5.574055  -0.207
F5 -3.035905 -1.554186 -6.188285  -0.211
F6 -4.455848 -0.815752 -7.710881  -0.188
F7 -3.573566 1.184385 -5.496841  -0.213
O8 -3.171944 -5.167437 1.729056  -0.086
H40 -2.260897 -4.880107 1.914588  -0.070
Na2 4.689723 2.977005 -1.738090  0.785
Al1 3.459097 -6.292834 4.513523  1.156
F8 3.633429 3.542928 -5.667001  -0.705

Cartesian forces (eV/Å) of the 2 atoms listed first:
-0.3200 0.7214 0.0065
0.4341 -0.0134 0.0646

---

Values for energy, eV, ordered as above
-138079.2903, -34678.7191, -142034.0492